A.
Formula: C27H49N6O
Source: the OMol25 dataset
Level of theory: wB97M-V/def2-TZVPD

Structure (XYZ):
```
83
C27H49N6O (wB97M-V/def2-TZVPD)
C 1.253 0.435 -1.374
C 1.302 1.167 -0.049
C 0.292 0.577 0.938
O 2.560 1.260 0.487
H 1.953 0.836 -2.107
H 0.296 0.621 -1.906
H 1.207 -0.655 -1.271
H 0.953 2.214 -0.219
H -0.762 0.788 0.703
H 0.476 0.943 1.952
H 0.419 -0.513 1.003
C -1.062 -3.440 -3.279
C -2.316 -2.675 -3.772
C -2.046 -1.542 -4.787
C -0.698 -1.562 -5.365
N 0.362 -1.585 -5.803
H -1.510 -4.119 -2.550
H -0.493 -2.688 -2.731
H -0.493 -3.962 -4.038
H -2.834 -2.266 -2.901
H -3.072 -3.395 -4.104
H -2.191 -0.597 -4.263
H -2.848 -1.567 -5.524
C -1.473 4.353 -3.425
C -1.077 4.612 -1.979
C -2.037 4.006 -0.939
C -3.387 4.538 -1.167
N -4.427 4.946 -1.436
H -2.481 4.722 -3.647
H -1.571 3.290 -3.660
H -0.857 4.843 -4.177
H -1.012 5.696 -1.832
H -0.049 4.351 -1.722
H -1.730 4.183 0.088
H -2.130 2.930 -1.099
C -2.905 1.715 6.465
C -1.559 1.806 5.802
C -1.338 0.986 4.529
C -2.515 1.038 3.651
N -3.430 1.105 2.966
H -3.664 2.272 5.910
H -2.840 2.131 7.471
H -3.300 0.702 6.565
H -0.822 1.494 6.550
H -1.252 2.833 5.584
H -1.108 -0.041 4.825
H -0.438 1.287 3.993
C 4.257 -1.947 1.690
C 2.924 -1.965 2.458
C 2.995 -1.440 3.889
C 3.536 -0.076 3.890
N 3.904 1.010 3.870
H 4.063 -2.447 0.738
H 4.951 -2.562 2.267
H 4.614 -0.958 1.413
H 2.522 -2.978 2.385
H 2.219 -1.357 1.881
H 3.755 -2.035 4.411
H 2.079 -1.516 4.469
C -2.286 -1.957 1.160
C -3.562 -1.171 0.844
C -4.316 -1.836 -0.304
C -5.735 -2.139 -0.249
N -6.851 -2.405 -0.246
H -1.531 -1.843 0.379
H -2.482 -2.989 1.442
H -1.794 -1.501 2.025
H -3.444 -0.092 0.803
H -4.098 -1.244 1.796
H -3.769 -2.638 -0.818
H -4.180 -1.213 -1.207
C 4.597 -2.136 -2.364
C 5.603 -1.036 -2.042
C 4.919 0.340 -1.899
C 4.442 0.942 -3.140
N 4.058 1.504 -4.066
H 3.635 -1.771 -2.727
H 4.437 -2.807 -1.519
H 4.913 -2.801 -3.175
H 6.460 -1.021 -2.717
H 6.062 -1.229 -1.069
H 5.658 0.999 -1.441
H 4.098 0.244 -1.180
```

## Properties
Lowest unoccupied orbital energy = 2.22 eV
Net charge = -1

These are the Mulliken partial charges, in e, on atoms 1 to 2: atom 1 (C): -1.073, atom 2 (C): 1.127

B.
Formula: C27H49N6O
Source: the OMol25 dataset
Level of theory: wB97M-V/def2-TZVPD

Structure (XYZ):
```
83
C27H49N6O (wB97M-V/def2-TZVPD)
C 0.474 2.176 0.464
C -0.187 0.822 0.175
C 0.726 -0.353 0.506
O -1.431 0.724 0.680
H -0.177 2.975 0.106
H 1.427 2.233 -0.094
H 0.701 2.339 1.520
H -0.270 0.808 -0.970
H 1.098 -0.408 1.536
H 1.612 -0.342 -0.163
H 0.257 -1.296 0.212
C -1.789 -4.766 2.370
C -1.926 -3.653 3.375
C -1.845 -2.261 2.759
C -2.973 -1.945 1.895
N -3.912 -1.760 1.268
H -0.777 -4.801 1.968
H -2.463 -4.604 1.527
H -2.016 -5.739 2.806
H -1.144 -3.703 4.139
H -2.877 -3.735 3.910
H -0.939 -2.103 2.169
H -1.774 -1.523 3.560
C -3.974 -2.699 -2.082
C -2.841 -2.019 -2.829
C -1.616 -1.745 -1.951
C -0.964 -2.977 -1.514
N -0.423 -3.913 -1.148
H -4.422 -2.045 -1.334
H -3.610 -3.589 -1.558
H -4.772 -3.036 -2.749
H -3.157 -1.119 -3.352
H -2.519 -2.705 -3.630
H -1.858 -1.127 -1.068
H -0.881 -1.187 -2.540
C 2.940 -3.487 0.123
C 3.493 -2.505 1.154
C 4.817 -2.947 1.778
C 4.746 -4.244 2.430
N 4.700 -5.266 2.934
H 3.672 -3.707 -0.660
H 2.049 -3.081 -0.349
H 2.676 -4.432 0.601
H 2.746 -2.406 1.947
H 3.595 -1.512 0.719
H 5.148 -2.202 2.508
H 5.612 -2.979 1.028
C 0.260 2.798 5.625
C -0.430 1.487 5.324
C -0.813 1.329 3.851
C -1.590 2.443 3.336
N -2.219 3.324 2.953
H 0.489 2.880 6.691
H -0.328 3.659 5.315
H 1.222 2.847 5.105
H -1.311 1.332 5.954
H 0.228 0.650 5.582
H -1.399 0.435 3.631
H 0.074 1.226 3.224
C 3.138 3.652 -3.354
C 2.105 4.777 -3.386
C 1.372 4.920 -2.047
C 2.272 4.904 -0.899
N 3.011 4.877 -0.025
H 3.867 3.819 -2.562
H 3.683 3.591 -4.299
H 2.656 2.685 -3.193
H 1.367 4.608 -4.170
H 2.612 5.725 -3.585
H 0.648 4.114 -1.894
H 0.805 5.852 -1.975
C -1.037 0.907 -5.241
C -0.594 1.773 -4.071
C -1.733 2.515 -3.422
C -2.802 1.667 -2.914
N -3.647 0.972 -2.571
H -0.195 0.743 -5.922
H -1.856 1.356 -5.801
H -1.320 -0.095 -4.917
H 0.086 2.546 -4.451
H -0.012 1.184 -3.362
H -2.170 3.222 -4.131
H -1.390 3.115 -2.572
```

## Properties
Lowest unoccupied orbital energy = 2.34 eV
Net charge = -1

These are the Mulliken partial charges, in e, on atoms 1 to 2: atom 1 (C): -1.317, atom 2 (C): 2.585

Which is most stable, and by how much? B, by 38.8 kcal/mol.

A.
Formula: C4H11NO2
Source: the OMol25 dataset
Level of theory: wB97M-V/def2-TZVPD

Structure (XYZ):
```
18
C4H11NO2 (wB97M-V/def2-TZVPD)
C -0.240 -0.098 -2.036
C 0.725 -0.107 -0.844
C 0.490 0.361 0.411
N 1.089 -0.167 1.541
C 1.894 -1.205 1.465
H -1.073 -0.817 -2.045
H 0.418 -0.515 -2.919
H -0.650 0.891 -2.260
H 1.558 -0.775 -1.008
H -0.299 1.126 0.496
H 1.794 -1.919 0.661
H 2.436 -1.646 2.265
H -2.648 5.418 2.383
H -3.955 5.689 1.676
O -3.012 5.603 1.510
H 0.916 -4.222 -1.012
H -0.156 -3.604 -0.193
O 0.712 -4.013 -0.092
```

## Properties
Lowest unoccupied orbital energy (alpha / beta) = 2.83 / 2.83 eV
⟨S²⟩ = 0.77
Spin multiplicity = 2
Net charge = -1

These are the Mulliken partial charges, in e, on atoms 1 to 2: atom 1 (C): -0.839, atom 2 (C): -0.501

B.
Formula: C4H11NO2
Source: the OMol25 dataset
Level of theory: wB97M-V/def2-TZVPD

Structure (XYZ):
```
18
C4H11NO2 (wB97M-V/def2-TZVPD)
C -1.340 0.179 0.070
N -0.025 0.288 -0.572
C 2.257 -0.786 -0.345
C 1.206 0.191 0.209
C 1.006 -0.305 1.646
O 1.541 0.199 2.587
H -1.305 -0.741 0.659
H -2.048 0.051 -0.750
H -1.616 1.022 0.742
H -0.043 1.074 -1.224
H 3.008 -1.174 0.344
H 2.523 -0.593 -1.387
H 1.734 -1.771 -0.330
H 1.744 1.152 0.158
H 0.314 -1.250 1.680
H -3.506 1.225 -2.555
H -3.115 -0.125 -3.286
O -3.592 0.242 -2.522
```

## Properties
Lowest unoccupied orbital energy (alpha / beta) = 3.40 / 3.29 eV
⟨S²⟩ = 0.75
Spin multiplicity = 2
Net charge = -1

These are the Mulliken partial charges, in e, on atoms 1 to 2: atom 1 (C): -1.892, atom 2 (N): 0.049

C.
Formula: C4H11NO2
Source: the OMol25 dataset
Level of theory: wB97M-V/def2-TZVPD

Structure (XYZ):
```
18
C4H11NO2 (wB97M-V/def2-TZVPD)
C -1.325 0.625 2.206
C -0.247 0.209 1.237
C 0.483 1.095 0.511
N 1.163 0.845 -0.630
C 1.076 1.668 -1.695
H -1.142 1.635 2.578
H -2.329 0.488 1.784
H -1.279 -0.003 3.112
H -0.215 -0.840 0.962
H 0.304 2.177 0.699
H 1.339 1.198 -2.643
H 1.078 2.767 -1.642
H -1.081 -0.012 -3.312
H -0.231 -1.157 -2.893
O -1.027 -0.975 -3.409
H 1.682 -3.687 0.698
H 0.791 -2.989 1.694
O 0.960 -3.046 0.745
```

## Properties
Lowest unoccupied orbital energy (alpha / beta) = 3.36 / 3.35 eV
⟨S²⟩ = 0.76
Spin multiplicity = 2
Net charge = -1

These are the Mulliken partial charges, in e, on atoms 1 to 2: atom 1 (C): -1.003, atom 2 (C): -0.097

Which is most stable, and by how much? C, by 6.5 kcal/mol.

A.
Formula: C4H3I
Source: the OMol25 dataset
Level of theory: wB97M-V/def2-TZVPD

Structure (XYZ):
```
8
C4H3I (wB97M-V/def2-TZVPD)
C -0.740 0.428 0.027
C -0.562 0.871 1.280
C -0.695 0.553 -1.312
C -0.571 1.320 2.406
I -0.459 0.207 4.965
H -0.935 -0.170 -2.159
H -0.700 1.646 -1.649
H -1.256 -0.769 4.075
```

## Properties
Lowest unoccupied orbital energy (alpha / beta) = -1.87 / -1.87 eV

These are the Mulliken partial charges, in e, on atoms 1 to 2: atom 1 (C): 0.226, atom 2 (C): 0.378

B.
Formula: C4H3I
Source: the OMol25 dataset
Level of theory: wB97M-V/def2-TZVPD

Structure (XYZ):
```
8
C4H3I (wB97M-V/def2-TZVPD)
C 0.456 1.361 0.113
C 1.149 0.235 -0.014
C -1.198 -0.042 -0.359
C -0.091 -0.344 0.432
I 3.116 -0.360 -0.026
H -2.172 -0.121 -0.052
H -1.155 0.125 -1.457
H -0.104 -0.853 1.364
```

## Properties
Lowest unoccupied orbital energy = -0.20 eV

These are the Mulliken partial charges, in e, on atoms 1 to 2: atom 1 (C): -0.534, atom 2 (C): 0.125

Which is most stable, and by how much? B, by 45.2 kcal/mol.

A.
Formula: C4H3I
Source: the OMol25 dataset
Level of theory: wB97M-V/def2-TZVPD

Structure (XYZ):
```
8
C4H3I (wB97M-V/def2-TZVPD)
I 2.839 -0.238 0.038
C 0.706 0.195 -0.417
C -0.116 1.284 0.202
C -1.344 0.292 0.199
C -0.267 -0.539 0.399
H 0.500 0.025 -1.589
H -2.372 0.381 0.266
H 0.054 -1.399 0.901
```

## Properties
Lowest unoccupied orbital energy = 0.19 eV
SMILES = I[C@@H]1C2=C[C@H]21

These are the Mulliken partial charges, in e, on atoms 1 to 2: atom 1 (I): -0.012, atom 2 (C): -0.108

B.
Formula: C4H3I
Source: the OMol25 dataset
Level of theory: wB97M-V/def2-TZVPD

Structure (XYZ):
```
8
C4H3I (wB97M-V/def2-TZVPD)
C 1.562 0.553 0.006
C 0.718 -0.500 0.003
C -0.639 -0.401 0.013
C -2.314 -0.214 0.060
I -4.272 0.102 -0.038
H 2.626 0.406 -0.050
H 1.206 1.566 0.057
H 1.113 -1.513 -0.051
```

## Properties
Lowest unoccupied orbital energy = -0.68 eV
SMILES = C=CC#CI

These are the Mulliken partial charges, in e, on atoms 1 to 2: atom 1 (C): -0.649, atom 2 (C): -0.086

Which is most stable, and by how much? A, by 62.2 kcal/mol.

A.
Formula: C3H11N2S
Source: the OMol25 dataset
Level of theory: wB97M-V/def2-TZVPD

Structure (XYZ):
```
17
C3H11N2S (wB97M-V/def2-TZVPD)
C -0.251 0.037 -1.649
C 1.021 -1.694 -0.391
C -0.204 0.885 1.207
N -1.529 0.978 1.291
N -0.029 -0.631 -0.260
S 0.891 2.081 0.517
H -1.178 0.689 -1.463
H 0.606 0.704 -1.836
H -0.551 -0.803 -2.378
H 0.903 -2.213 -1.356
H 1.141 -2.434 0.457
H 2.023 -1.143 -0.409
H -1.903 1.765 0.826
H -1.920 0.138 1.700
H 0.099 0.470 2.154
H -0.946 -0.909 0.001
H 1.826 2.077 1.588
```

## Properties
Lowest unoccupied orbital energy = -3.69 eV
Net charge = +1

These are the Mulliken partial charges, in e, on atoms 1 to 2: atom 1 (C): -0.958, atom 2 (C): -0.722

B.
Formula: C3H11N2S
Source: the OMol25 dataset
Level of theory: wB97M-V/def2-TZVPD

Structure (XYZ):
```
17
C3H11N2S (wB97M-V/def2-TZVPD)
C -2.396 0.728 -0.283
N -1.020 0.456 0.303
C -0.193 -0.677 -0.173
C 1.363 -0.434 0.319
N 2.240 -1.336 -0.265
S 1.559 1.463 -0.013
H -2.620 1.799 -0.412
H -2.509 0.137 -1.218
H -3.288 0.228 0.151
H -0.636 1.405 0.146
H -0.992 0.422 1.386
H -0.215 -0.809 -1.325
H -0.699 -1.689 -0.051
H 1.391 -0.671 1.349
H 2.448 -1.085 -1.249
H 3.218 -1.407 0.239
H 2.350 1.471 1.096
```

## Properties
Lowest unoccupied orbital energy = -3.23 eV
Net charge = +1
SMILES = C[NH2+]C[C@@H](N)S

These are the Mulliken partial charges, in e, on atoms 1 to 2: atom 1 (C): -0.802, atom 2 (N): -0.118

C.
Formula: C3H11N2S
Source: the OMol25 dataset
Level of theory: wB97M-V/def2-TZVPD

Structure (XYZ):
```
17
C3H11N2S (wB97M-V/def2-TZVPD)
C -1.051 3.319 1.385
C -0.822 2.759 -0.070
S 0.003 1.142 -0.162
H -1.468 2.423 1.891
H -0.069 3.686 1.797
H -1.823 4.135 1.325
H -0.309 3.651 -0.559
H -1.635 2.498 -0.534
H 1.087 1.612 0.539
N 1.076 -1.890 -0.118
C 0.891 -3.192 -0.104
N -0.026 -3.705 -0.958
H 0.318 -1.268 -0.249
H 1.819 -1.485 0.363
H 1.542 -3.813 0.590
H -0.107 -4.707 -1.259
H -0.859 -3.161 -1.047
```

## Properties
Lowest unoccupied orbital energy = -4.55 eV
Net charge = +1

These are the Mulliken partial charges, in e, on atoms 1 to 2: atom 1 (C): -0.898, atom 2 (C): -0.580

Which is most stable, and by how much? C, by 15.6 kcal/mol.